ORCA calculation (the ωB97M-V functional and the def2-TZVPD basis) on 11 unconnected molecules or ions with the total composition C5H34N2O10 at a distorted geometry.

Geometry as XYZ:
```
51
Properties=species:S:1:pos:R:3
C -1.63254 3.19784 0.85486
C -0.14393 2.87644 0.71751
N 0.10272 1.63410 -0.09131
C 0.50110 0.47190 0.71878
C -0.45891 -0.73157 0.51892
N -1.90051 -0.42746 0.59803
C -2.64964 -1.68976 0.78873
H -1.76173 3.70588 1.82107
H -1.89093 3.90318 0.05409
H -2.33049 2.38768 0.76063
H 0.40424 3.65113 0.17581
H 0.40882 2.79448 1.65253
H -0.74068 1.40593 -0.60011
H 1.53538 0.15053 0.48170
H 0.57476 0.69797 1.79208
H -0.16381 -1.36126 1.40426
H -0.17602 -1.27060 -0.40659
H -2.20977 -0.11617 -0.31552
H -2.12211 -2.34917 1.46355
H -2.70996 -2.27386 -0.14439
H -3.61581 -1.45112 1.23245
O -2.01345 0.95627 -2.86639
H -1.92359 0.08047 -3.29791
H -2.97037 1.05430 -2.80065
O 2.65782 2.23984 -1.53877
H 1.85380 1.87843 -1.11304
H 2.31913 2.60509 -2.36166
O -1.77521 1.04455 3.31645
H -2.41904 1.09510 4.02851
H -2.08280 0.36604 2.68416
O 0.60176 1.55701 -3.12322
H 0.25951 0.66046 -3.21559
H -0.08385 2.06298 -2.69099
O 2.23984 -2.85902 -0.33791
H 1.98897 -2.31569 0.42178
H 2.75943 -2.21655 -0.87329
O 2.90763 -0.51825 -1.48057
H 3.06599 0.40865 -1.21700
H 2.91600 -0.37573 -2.44007
O -1.04386 -1.52994 -3.25248
H -0.92140 -2.47568 -3.44301
H -0.87899 -1.64924 -2.30366
O -0.00959 -3.50325 -1.62976
H -0.24895 -3.54578 -0.68519
H 0.95219 -3.46785 -1.34552
O 0.69521 0.27980 4.42753
H -0.20425 0.42632 4.07369
H 1.25214 0.97044 4.06211
O 1.24887 -1.89326 2.89432
H 1.71548 -2.61548 3.33167
H 0.99383 -1.22893 3.56636
```

- HOMO level: -8.83 eV
- Gap between HOMO and LUMO: 9.109 eV
- SMILES string: CCNCCNC.O.O.O.O.O.O.O.O.O.O
- Total energy: -29192.1618 eV
- Energy relative to the best compared isomer or geometry (same formula, charge and spin): 205.0 kJ/mol


ORCA calculation (the ωB97M-V functional and the def2-TZVPD basis) on 11 unconnected molecules or ions with the total composition C5H34N2O11 at a distorted geometry.

Geometry as XYZ:
```
52
Properties=species:S:1:pos:R:3
C -0.83377 1.98866 0.35315
C -0.68122 0.54893 0.92459
C -1.46378 -0.43162 0.00876
C -1.49510 -1.78468 0.91430
O -2.60027 -2.54539 0.48366
N 0.76281 0.14420 1.23007
C 1.49639 0.98746 2.25931
N 2.62652 1.86999 1.83948
H -0.30871 2.71334 0.92890
H -0.51930 2.06534 -0.68343
H -1.92599 2.33606 0.30254
H -1.20017 0.56867 1.90892
H -2.50711 0.00475 -0.07577
H -1.08944 -0.80391 -0.96302
H -1.84761 -1.59145 1.96452
H -0.56898 -2.37030 0.89191
H -2.63342 -2.73547 -0.42410
H 1.28377 0.02665 0.40232
H 0.76047 1.66959 2.75685
H 1.87061 0.22116 2.94856
H 2.24861 2.51215 1.20144
H 3.25671 1.28719 1.43117
O 2.15763 2.12986 -0.95993
H 1.77090 1.79399 -1.76712
H 2.04941 3.08385 -1.06294
O -0.41806 -3.65048 -1.94586
H 0.15988 -2.99258 -1.34516
H 0.15616 -4.38843 -1.72461
O 0.93617 -1.89223 -4.20847
H 0.35545 -2.08647 -3.52578
H 1.42027 -2.75542 -4.20908
O -2.44579 1.42345 -2.66436
H -2.55171 1.84561 -3.53463
H -3.01231 0.59263 -2.82743
O 3.30961 -0.27484 -1.70652
H 2.87835 0.21736 -2.34649
H 3.56876 0.26054 -0.87456
O -1.35885 1.37061 4.14751
H -2.25899 1.14157 4.04631
H -1.44531 1.96838 4.94044
O -3.74761 1.58107 2.42990
H -2.98636 1.04944 2.19039
H -3.78013 2.36148 1.81518
O 1.35639 -2.43868 2.27900
H 0.57509 -2.01182 1.79283
H 1.79302 -1.64767 2.72549
O 1.21975 -1.76786 -1.16726
H 1.82225 -1.26252 -1.81421
H 1.83170 -2.05009 -0.36672
O 0.94261 0.83392 -2.88414
H 1.10267 -0.08132 -3.23223
H -0.03201 0.96536 -2.80366
```

- HOMO level: -8.59 eV
- Gap between HOMO and LUMO: 8.578 eV
- SMILES string: C[C@@H](CCO)NCN.O.O.O.O.O.O.O.O.O.O
- Total energy: -31237.1421 eV
- Energy relative to the best compared isomer or geometry (same formula, charge and spin): 436.7 kJ/mol


ORCA calculation (the ωB97M-V functional and the def2-TZVPD basis) on 11 unconnected molecules or ions with the total composition C5H35N2O10S at a distorted geometry.

Geometry as XYZ:
```
53
Properties=species:S:1:pos:R:3
C -0.08391 -1.39568 0.54855
N 1.11688 -0.49403 0.50192
C 0.79362 0.71350 -0.43702
C 1.99204 1.72706 -0.53886
S 1.61600 3.39816 0.10978
C 0.29304 -2.72084 -0.34265
N 1.47040 -2.53175 -1.34943
C 0.26429 -4.01231 0.42732
H -0.78919 -0.98028 -0.04369
H -0.24630 -1.80245 1.58221
H 1.40905 -0.27742 1.40676
H -0.11876 1.05370 -0.03428
H 0.67824 0.26617 -1.35490
H 2.42736 1.92708 -1.67523
H 2.72854 1.51136 0.23535
H 1.88553 3.72180 1.36966
H -0.47195 -2.88868 -1.02223
H 1.21581 -1.83648 -2.16295
H 2.02492 -1.91610 -0.96624
H 1.79676 -3.42782 -1.58370
H 0.99805 -4.18723 1.13889
H -0.66185 -3.94122 1.01618
H 0.24277 -4.85758 -0.19161
H -0.47816 2.12938 -2.69991
H -0.27368 2.17446 -4.24442
O 0.14323 1.95485 -3.39644
H -2.15841 1.94833 2.47844
H -1.37828 0.76088 1.76858
O -1.98521 1.57180 1.62309
H 0.42347 1.91625 4.59238
H 0.50292 3.19733 3.79173
O 0.15718 2.37569 3.82193
H -3.00140 1.45538 -2.65642
H -4.31505 1.37805 -2.26881
O -3.52194 0.76758 -2.25431
H -1.91965 2.44789 -0.31411
H -2.11628 3.77942 -1.22584
O -1.73227 2.93641 -1.21568
H -0.57555 -3.40048 3.11053
H 0.75516 -3.42733 3.76616
O 0.14696 -2.87303 3.41185
H -2.95414 -1.72956 -1.27957
H -4.34386 -1.29544 -1.78204
O -3.91576 -1.96808 -1.19397
H 4.26896 -0.76949 2.40004
H 3.70900 -2.17938 2.66791
O 3.61393 -1.45858 2.04737
H 3.04814 -1.01646 -3.54947
H 2.06412 0.19140 -3.52006
O 2.24921 -0.65777 -3.15325
H -3.36884 -1.17491 0.29063
H -3.52006 -1.08225 1.82010
O -2.78145 -0.98996 0.98091
```

- HOMO level: -10.93 eV
- Gap between HOMO and LUMO: 8.508 eV
- Total charge: +1
- Total energy: -40033.4858 eV
- Energy relative to the best compared isomer or geometry (same formula, charge and spin): 650.8 kJ/mol